[1]
Below is a 2-piece molecular cluster, C11H15N overall in a non-equilibrium geometry, with properties calculated with ωB97M-V/def2-TZVPD.

```
! wB97M-V def2-TZVPD RIJCOSX def2/J DEFGRID3
* xyz 0 1
C -3.15 0.71 0.44
C -2.40 1.97 0.87
H -2.41 -0.04 0.12
H -3.91 0.29 1.08
H -3.55 0.88 -0.56
H -1.93 2.46 0.03
H -1.54 1.79 1.52
H -3.09 2.65 1.35
C 1.95 1.92 1.10
C 0.13 -0.63 -0.96
C 0.97 -0.24 0.11
C 1.14 1.21 0.05
C 0.49 1.59 -1.06
C -0.27 -1.95 -1.12
C 0.25 -2.86 -0.20
C 1.38 -1.15 1.06
C 1.02 -2.49 0.89
N -0.08 0.50 -1.71
H -0.62 0.58 -2.55
H -1.11 -2.26 -1.73
H 0.18 2.50 -1.51
H 0.01 -3.89 -0.33
H 1.87 -0.90 1.98
H 3.00 1.89 0.77
H 1.80 1.45 2.06
H 1.46 -3.25 1.53
H 1.68 2.98 1.13
*
```

The value obtained for the frontier orbital gap is 8.7819 eV. For the largest force on an atom, the calculation gives 2.1 eV Å⁻¹. The SMILES is Cc1c[nH]c2ccccc12.CC. The value obtained for the energy above the lowest of the compared OMol25 structures with the same formula, charge and spin is 63.9 kJ/mol. Its total energy is -482.8908 Ha. The value obtained for the HOMO energy is -7.87 eV.

From a natural (NBO) analysis of the wavefunction, the atomic charges in e read:
1. C -0.6203
2. C -0.6073
3. H 0.2096
4. H 0.2109
5. H 0.1978
6. H 0.2006
7. H 0.2067
8. H 0.2008
9. C -0.6275
10. C 0.2098
11. C -0.1128
12. C -0.0757
13. C -0.0370
14. C -0.2781
15. C -0.2050
16. C -0.1928
17. C -0.2424
18. N -0.5561
19. H 0.4084
20. H 0.2169
21. H 0.2064
22. H 0.2066
23. H 0.2113
24. H 0.2216
25. H 0.2182
26. H 0.2113
27. H 0.2182

[2]
Below is a 2-piece molecular cluster, C11H15N overall in a non-equilibrium geometry, with properties calculated with ωB97M-V/def2-TZVPD.

```
! wB97M-V def2-TZVPD RIJCOSX def2/J DEFGRID3
* xyz 0 1
C 1.50 1.05 1.96
C -0.51 -1.78 0.59
C 0.42 -0.75 0.40
C 0.75 -0.24 1.72
C 0.02 -0.95 2.60
C -0.95 -2.56 -0.46
C -0.49 -2.26 -1.74
C 0.96 -0.53 -0.87
C 0.49 -1.29 -1.93
N -0.79 -1.91 1.96
H -0.68 -2.86 2.28
H -1.65 -3.38 -0.37
H 0.03 -0.95 3.68
H -0.90 -2.86 -2.54
H 1.77 0.17 -1.01
H 0.93 1.85 1.47
H 2.47 1.01 1.47
H 0.94 -1.07 -2.88
H 1.56 1.29 3.02
C -0.12 2.59 -1.49
C -1.36 1.86 -0.96
H 0.41 3.08 -0.67
H 0.63 1.98 -1.98
H -0.39 3.42 -2.14
H -2.31 2.37 -1.15
H -1.45 0.78 -1.08
H -1.29 1.92 0.14
*
```

The value obtained for the frontier orbital gap is 9.0933 eV. For the largest force on an atom, the calculation gives 1.6 eV Å⁻¹. The SMILES is Cc1c[nH]c2ccccc12.CC. The value obtained for the energy above the lowest of the compared OMol25 structures with the same formula, charge and spin is 61.3 kJ/mol. Its total energy is -482.8918 Ha. The value obtained for the HOMO energy is -8.11 eV.

From a natural (NBO) analysis of the wavefunction, the atomic charges in e read:
1. C -0.6260
2. C 0.1260
3. C -0.0258
4. C -0.0882
5. C -0.0307
6. C -0.2370
7. C -0.2171
8. C -0.2257
9. C -0.2261
10. N -0.5594
11. H 0.3937
12. H 0.2156
13. H 0.2071
14. H 0.2145
15. H 0.2140
16. H 0.2175
17. H 0.2157
18. H 0.2119
19. H 0.2205
20. C -0.6180
21. C -0.6302
22. H 0.1983
23. H 0.2086
24. H 0.2074
25. H 0.2086
26. H 0.2237
27. H 0.2008

[3]
Below is a 2-piece molecular cluster, C11H15N overall in a non-equilibrium geometry, with properties calculated with ωB97M-V/def2-TZVPD.

```
! wB97M-V def2-TZVPD RIJCOSX def2/J DEFGRID3
* xyz 0 1
C -0.65 -1.45 3.05
C 0.08 -0.45 3.87
H -1.60 -1.78 3.51
H -0.99 -0.95 2.11
H -0.04 -2.32 2.74
H -0.71 0.19 4.40
H 0.51 0.42 3.21
H 0.85 -0.88 4.53
C -0.30 2.39 0.64
C 0.93 0.31 0.44
C 0.05 1.20 -0.20
C 0.48 -0.61 -1.58
C -0.23 0.68 -1.58
C 0.61 -1.49 -2.67
C -0.86 0.86 -2.79
C 0.12 -1.02 -3.87
C -0.71 0.17 -3.94
N 1.18 -0.77 -0.39
H 1.22 0.37 1.48
H 1.93 -1.49 -0.22
H -1.33 2.19 0.94
H -0.18 3.25 -0.03
H 1.25 -2.40 -2.61
H -1.24 1.95 -2.87
H 0.33 -1.57 -4.85
H -1.10 0.63 -4.81
H 0.39 2.56 1.46
*
```

The value obtained for the frontier orbital gap is 8.6391 eV. For the largest force on an atom, the calculation gives 5.9 eV Å⁻¹. The SMILES is Cc1c[nH]c2ccccc12.CC. The value obtained for the energy above the lowest of the compared OMol25 structures with the same formula, charge and spin is 194.0 kJ/mol. Its total energy is -482.8413 Ha. The value obtained for the HOMO energy is -7.74 eV.

From a natural (NBO) analysis of the wavefunction, the atomic charges in e read:
1. C -0.6279
2. C -0.6114
3. H 0.2100
4. H 0.2151
5. H 0.2044
6. H 0.2109
7. H 0.1894
8. H 0.2129
9. C -0.6312
10. C -0.0449
11. C -0.0687
12. C 0.1704
13. C -0.1150
14. C -0.2704
15. C -0.1735
16. C -0.1930
17. C -0.2650
18. N -0.5422
19. H 0.2133
20. H 0.4143
21. H 0.2176
22. H 0.2156
23. H 0.2193
24. H 0.1970
25. H 0.2129
26. H 0.2222
27. H 0.2175

[4]
Below is a 2-piece molecular cluster, C11H15N overall in a non-equilibrium geometry, with properties calculated with ωB97M-V/def2-TZVPD.

```
! wB97M-V def2-TZVPD RIJCOSX def2/J DEFGRID3
* xyz 0 1
C -1.37 2.36 -1.70
C -1.40 3.83 -1.86
H -0.57 1.92 -2.25
H -1.42 2.17 -0.68
H -2.20 1.77 -2.25
H -0.60 4.20 -2.49
H -1.68 4.30 -0.85
H -2.24 4.23 -2.61
C 2.25 0.30 -0.71
C 0.67 -2.16 1.53
C 0.55 -1.17 0.53
C 1.82 -1.05 -0.12
C 2.60 -2.00 0.55
C -1.62 -1.95 2.02
C -0.46 -2.55 2.32
C -1.75 -1.00 1.10
C -0.72 -0.76 0.23
N 1.92 -2.78 1.53
H -2.68 -2.22 2.41
H -0.45 -3.44 3.18
H -2.81 -0.46 0.76
H -0.74 -0.21 -0.74
H 2.38 -3.07 2.34
H 3.62 -2.36 0.44
H 1.33 0.73 -1.32
H 3.15 0.37 -1.48
H 2.41 0.98 0.15
*
```

The value obtained for the frontier orbital gap is 8.8970 eV. For the largest force on an atom, the calculation gives 7.1 eV Å⁻¹. The SMILES is Cc1c[nH]c2ccccc12.CC. The value obtained for the energy above the lowest of the compared OMol25 structures with the same formula, charge and spin is 346.0 kJ/mol. Its total energy is -482.7834 Ha. The value obtained for the HOMO energy is -7.99 eV.

From a natural (NBO) analysis of the wavefunction, the atomic charges in e read:
1. C -0.6304
2. C -0.6286
3. H 0.2069
4. H 0.2152
5. H 0.2027
6. H 0.2200
7. H 0.2181
8. H 0.1977
9. C -0.6338
10. C 0.1542
11. C -0.1200
12. C -0.0880
13. C -0.0114
14. C -0.2554
15. C -0.2322
16. C -0.2118
17. C -0.1931
18. N -0.5487
19. H 0.2197
20. H 0.2198
21. H 0.2094
22. H 0.2146
23. H 0.4051
24. H 0.2020
25. H 0.2141
26. H 0.2289
27. H 0.2251

[5]
Below is a 2-piece molecular cluster, C11H15N overall in a non-equilibrium geometry, with properties calculated with ωB97M-V/def2-TZVPD.

```
! wB97M-V def2-TZVPD RIJCOSX def2/J DEFGRID3
* xyz 1 2
C 1.55 0.42 -3.06
C 0.33 0.20 -3.89
H 1.16 0.38 -1.94
H 2.16 -0.45 -3.22
H 2.17 1.22 -3.47
H 0.01 0.95 -4.65
H -0.54 -0.13 -3.29
H 0.40 -0.74 -4.52
C -2.94 -1.17 0.28
C -0.35 -0.41 0.63
C -1.82 -0.39 0.83
C 0.10 0.68 1.41
C -2.07 0.68 1.72
C 0.56 -1.31 0.04
C 1.52 0.97 1.39
C 1.88 -1.10 0.06
C 2.35 0.10 0.63
N -0.89 1.30 2.09
H 0.02 -2.07 -0.62
H -3.47 -0.37 -0.31
H -3.72 -1.64 1.00
H -3.12 1.05 2.05
H -0.71 2.19 2.48
H 1.86 1.98 1.64
H 2.63 -1.60 -0.45
H 3.50 0.23 0.77
H -2.69 -2.10 -0.39
*
```

Its expectation value of S² is 0.773. The value obtained for the frontier orbital gap (spin up / spin down) is 9.3265 / 6.0750 eV. For the largest force on an atom, the calculation gives 5.2 eV Å⁻¹. The value obtained for the energy above the lowest of the compared OMol25 structures with the same formula, charge and spin is 214.2 kJ/mol. Its total energy is -482.5549 Ha. The value obtained for the HOMO energy (spin up / spin down) is -13.14 / -13.28 eV.

From a natural (NBO) analysis of the wavefunction, the atomic charges in e read:
1. C -0.6295
2. C -0.6255
3. H 0.1899
4. H 0.2096
5. H 0.2314
6. H 0.2250
7. H 0.1897
8. H 0.2088
9. C -0.6961
10. C -0.1423
11. C 0.1181
12. C 0.1830
13. C 0.1155
14. C -0.0845
15. C -0.2100
16. C -0.2482
17. C -0.0784
18. N -0.4760
19. H 0.2430
20. H 0.2705
21. H 0.2826
22. H 0.2650
23. H 0.4473
24. H 0.2432
25. H 0.2478
26. H 0.2542
27. H 0.2658

[6]
Below is a 2-piece molecular cluster, C11H15N overall in a non-equilibrium geometry, with properties calculated with ωB97M-V/def2-TZVPD.

```
! wB97M-V def2-TZVPD RIJCOSX def2/J DEFGRID3
* xyz 1 2
C -1.02 -3.10 -0.43
C -1.29 -0.63 0.24
C -1.16 -1.66 -0.72
C -1.10 0.59 -0.41
C -0.95 -0.99 -1.95
C -1.62 -0.69 1.60
C -1.61 0.52 2.29
C -1.36 1.71 1.62
C -1.13 1.80 0.22
N -1.02 0.32 -1.80
H -1.76 -1.64 2.09
H -1.90 0.56 3.33
H -1.48 2.65 2.15
H -0.49 -3.63 -1.22
H -1.92 -3.74 -0.39
H -0.97 -1.43 -2.94
H -0.47 0.83 -2.48
H -1.13 2.82 -0.12
H -0.56 -3.21 0.55
C 2.13 1.13 0.06
C 3.58 1.12 -0.44
H 1.78 0.10 -0.02
H 2.07 1.36 1.12
H 1.54 1.83 -0.53
H 3.62 1.25 -1.53
H 4.08 0.17 -0.27
H 4.14 1.97 -0.04
*
```

Its expectation value of S² is 0.773. The value obtained for the frontier orbital gap (spin up / spin down) is 9.2308 / 6.6243 eV. For the largest force on an atom, the calculation gives 1.9 eV Å⁻¹. The value obtained for the energy above the lowest of the compared OMol25 structures with the same formula, charge and spin is 50.8 kJ/mol. Its total energy is -482.6171 Ha. The value obtained for the HOMO energy (spin up / spin down) is -12.99 / -13.58 eV.

From a natural (NBO) analysis of the wavefunction, the atomic charges in e read:
1. C -0.6856
2. C -0.1646
3. C 0.1155
4. C 0.2324
5. C 0.1293
6. C -0.0679
7. C -0.2329
8. C -0.0883
9. C -0.2180
10. N -0.4744
11. H 0.2384
12. H 0.2457
13. H 0.2372
14. H 0.2570
15. H 0.2778
16. H 0.2448
17. H 0.4423
18. H 0.2583
19. H 0.2516
20. C -0.6130
21. C -0.6079
22. H 0.1882
23. H 0.2148
24. H 0.1883
25. H 0.2019
26. H 0.2122
27. H 0.2167